one) The following is a quantum chemistry calculation of an isolated ion of composition C4H9NO2 and charge +1, from the Open Molecules 2025 dataset.

Bonds (Å) are listed after each position.
Atoms and positions in Å:
1 C -0.294 -0.472 1.712  O10 1.232, N12 1.343, C15 1.509
2 C -0.357 0.336 -0.695  H6 1.120, O7 1.410, C14 1.536, C15 1.548
3 H 1.523 0.156 -1.730  C14 1.093
4 H -1.822 1.011 -1.637  O7 0.953
5 H 0.406 0.339 3.481  N12 1.010
6 H -0.109 1.341 -0.267  C2 1.120
7 O -1.741 0.340 -0.965  C2 1.410, H4 0.953
8 H 1.341 0.639 2.071  N12 1.009
9 H -0.307 -1.692 -0.070  C15 1.102
10 O -1.410 -0.745 2.158  C1 1.232
11 H 0.199 -0.899 -2.362  C14 1.100
12 N 0.610 0.106 2.520  C1 1.343, H5 1.010, H8 1.009
13 H 0.159 0.802 -2.749  C14 1.091
14 C 0.459 0.096 -1.974  C2 1.536, H3 1.093, H11 1.100, H13 1.091
15 C 0.136 -0.750 0.292  C1 1.509, C2 1.548, H9 1.102, H16 1.082
16 H 1.206 -0.608 0.213  C15 1.082

Its HOMO-LUMO gap (alpha / beta) is 10.50 / 5.58 eV. As for the net charge: +1. Its multiplicity is 2. As for the expectation value of S²: 0.755. For the HOMO energy (alpha / beta), the calculation gives -14.796 / -14.737 eV. The calculation puts the LUMO energy (alpha / beta) at -4.30 / -9.15 eV.

Results of the Löwdin charge analysis, in e, for atoms 1 through 2:
1 C -0.356
2 C -0.435

two) The following is a quantum chemistry calculation of an isolated ion of composition C4H9NO2 and charge +1, from the Open Molecules 2025 dataset.

Bonds (Å) are listed after each position.
Atoms and positions in Å:
1 N 0.905 -0.047 1.123  H6 1.031, H10 1.032, C14 1.450
2 H 0.204 -1.222 -1.926  C15 1.098
3 C -1.894 0.674 1.213  H5 1.118, O7 1.180, C12 1.505
4 H -0.462 -1.384 0.394  C14 1.097
5 H -1.346 0.414 2.152  C3 1.118
6 H 0.893 0.944 1.407  N1 1.031
7 O -3.034 0.976 1.252  C3 1.180
8 O 2.039 -1.274 -0.945  H9 0.977, C15 1.408
9 H 2.528 -1.174 -1.785  O8 0.977
10 H 1.935 -0.127 1.128  N1 1.032
11 H -1.752 0.675 -0.855  C12 1.101
12 C -1.033 0.648 -0.022  C3 1.505, H11 1.101, C14 1.513, H16 1.097
13 H 0.784 0.321 -1.821  C15 1.106
14 C 0.005 -0.450 0.060  N1 1.450, H4 1.097, C12 1.513, C15 1.554
15 C 0.826 -0.624 -1.248  H2 1.098, O8 1.408, H13 1.106, C14 1.554
16 H -0.599 1.650 -0.128  C12 1.097

Its HOMO-LUMO gap (alpha / beta) is 11.28 / 5.24 eV. As for the net charge: +1. Its multiplicity is 2. As for the expectation value of S²: 0.756. For the HOMO energy (alpha / beta), the calculation gives -14.667 / -14.266 eV. The calculation puts the LUMO energy (alpha / beta) at -3.38 / -9.03 eV.

Results of the Löwdin charge analysis, in e, for atoms 1 through 2:
1 N 0.313
2 H 0.144

Stability ranking, top entry: one); the second entry is 0.0469 hartree less favorable.

one) The following is a quantum chemistry calculation of an isolated ion of composition C5H9BrN3 and charge +1, from the Open Molecules 2025 dataset.

Bonds (Å) are listed after each position.
Atoms and positions in Å:
1 H 1.663 -1.164 -1.498  N14 1.064
2 H -0.742 -2.133 1.535  N15 1.040
3 C -0.479 1.820 1.165  C10 1.481, C17 1.362, H18 1.047
4 H -0.776 -0.535 -1.837  C16 1.029
5 H -0.437 3.207 -0.410  C10 1.087
6 N -0.443 1.355 -1.317  C10 1.291, C16 1.467
7 H 1.386 -0.560 0.049  N14 1.023
8 C -0.794 -0.443 0.335  Br9 2.424, N15 1.427, C16 1.496, C17 1.465
9 Br -3.114 -0.004 -0.213  C8 2.424
10 C -0.459 2.128 -0.284  C3 1.481, H5 1.087, N6 1.291
11 H 1.606 0.555 -1.378  N14 1.056
12 H -0.697 -2.443 -0.272  N15 1.051
13 H -0.806 0.068 2.449  C17 1.100
14 N 1.266 -0.347 -0.945  H1 1.064, H7 1.023, H11 1.056, C16 1.611
15 N -0.534 -1.827 0.564  H2 1.040, C8 1.427, H12 1.051
16 C -0.320 -0.079 -1.036  H4 1.029, N6 1.467, C8 1.496, N14 1.611
17 C -0.661 0.501 1.449  C3 1.362, C8 1.465, H13 1.100
18 H -0.536 2.576 1.887  C3 1.047

Its HOMO-LUMO gap is 7.74 eV. As for the net charge: +1. As for the SMILES: N[C@@]1(Br)C=CC=N[C@H]1[NH3+]. For the HOMO energy, the calculation gives -13.106 eV. The calculation puts the LUMO energy at -5.37 eV.

Results of the Löwdin charge analysis, in e, for atoms 1 through 2:
1 H 0.194
2 H 0.136

two) The following is a quantum chemistry calculation of an isolated ion of composition C5H9BrN3 and charge +1, from the Open Molecules 2025 dataset.

Bonds (Å) are listed after each position.
Atoms and positions in Å:
1 H -0.674 2.248 1.357  C17 1.147
2 C 2.131 0.004 -0.390  Br13 1.913, N15 1.354, N18 1.309
3 C 0.674 1.900 -0.339  H8 1.177, N15 1.287, C17 1.510
4 C -0.835 0.067 0.838  H6 1.124, C10 1.435, H14 1.053, C17 1.527
5 H -1.817 -2.507 -0.996  N11 1.004
6 H -0.217 -0.634 1.462  C4 1.124
7 H 1.627 -1.934 -0.466  N18 1.006
8 H 0.730 3.009 -0.729  C3 1.177
9 H -0.950 -0.505 -1.330  C10 1.071
10 C -1.080 -0.772 -0.301  C4 1.435, H9 1.071, N11 1.280
11 N -1.455 -1.993 -0.214  H5 1.004, C10 1.280, H12 0.968
12 H -1.568 -2.403 0.655  N11 0.968
13 Br 3.988 -0.143 0.045  C2 1.913
14 H -1.808 0.027 1.239  C4 1.053
15 N 1.764 1.284 -0.636  C2 1.354, C3 1.287
16 H -1.257 1.823 -0.298  C17 1.102
17 C -0.536 1.522 0.480  H1 1.147, C3 1.510, C4 1.527, H16 1.102
18 N 1.282 -0.993 -0.378  C2 1.309, H7 1.006

Its HOMO-LUMO gap is 9.42 eV. As for the net charge: +1. As for the SMILES: [H]/N=C(Br)/N=C\CCC=[NH2+]. For the HOMO energy, the calculation gives -13.565 eV. The calculation puts the LUMO energy at -4.14 eV.

Results of the Löwdin charge analysis, in e, for atoms 1 through 2:
1 H 0.162
2 C -0.836

Stability ranking, top entry: one); the second entry is 0.0027 hartree less favorable.

one) The following is a quantum chemistry calculation of a 7-piece molecular cluster, C11H36O7 overall, from the Open Molecules 2025 dataset.

Bonds (Å) are listed after each position.
Atoms and positions in Å:
1 C 2.887 2.682 0.670  C2 1.522, H13 1.097, H18 1.087, H22 1.093
2 C 3.873 3.515 -0.137  C1 1.522, O10 1.438, H21 1.089, C36 1.517
3 H -3.000 -0.969 -0.160  C16 1.092
4 H 1.255 -0.997 -1.934  O44 0.966
5 H 3.608 -0.438 2.295  O38 0.960
6 O -3.887 1.761 2.269  H7 0.960, C15 1.431
7 H -4.813 1.989 2.156  O6 0.960
8 C -4.957 -1.835 -0.372  C16 1.519, C39 1.501, O49 1.431, H54 1.100
9 H 1.240 -0.010 -0.054  C23 1.090
10 O 3.182 4.130 -1.238  C2 1.438, H53 0.963
11 H -0.516 -4.425 2.130  O46 0.961
12 H -3.173 -2.073 -1.551  C16 1.090
13 H 3.324 2.279 1.593  C1 1.097
14 H 0.024 0.985 -0.890  C23 1.095
15 C -3.244 1.915 1.000  O6 1.431, H17 1.084, H32 1.094, H52 1.096
16 C -3.664 -1.298 -0.962  H3 1.092, C8 1.519, H12 1.090, H45 1.092
17 H -2.246 1.496 1.068  C15 1.084
18 H 2.530 1.809 0.129  C1 1.087
19 C 3.472 0.380 -2.388  H28 1.096, H43 1.093, O48 1.423, H51 1.086
20 H 2.004 -1.759 1.071  C50 1.093
21 H 4.620 2.871 -0.597  C2 1.089
22 H 2.045 3.284 1.020  C1 1.093
23 C 0.282 -0.031 -0.573  H9 1.090, H14 1.095, O44 1.430, H47 1.090
24 H 3.782 -1.539 -2.353  O48 0.961
25 H 5.113 4.197 1.532  C36 1.090
26 H 1.412 -2.165 2.704  C50 1.086
27 H -1.159 -4.442 -0.140  C33 1.096
28 H 3.467 0.442 -3.482  C19 1.096
29 H 3.732 5.223 1.144  C36 1.094
30 H -6.170 -1.518 -2.139  C39 1.093
31 H -4.051 -2.728 1.127  O49 0.963
32 H -3.230 2.968 0.704  C15 1.094
33 C -0.653 -3.607 0.359  H27 1.096, H34 1.086, H40 1.098, O46 1.417
34 H -1.034 -2.677 -0.053  C33 1.086
35 H -5.484 -3.139 -1.973  C39 1.090
36 C 4.516 4.595 0.711  C2 1.517, H25 1.090, H29 1.094, H42 1.091
37 H -6.863 -2.614 -0.970  C39 1.091
38 O 2.749 -0.633 2.679  H5 0.960, C50 1.425
39 C -5.920 -2.305 -1.423  C8 1.501, H30 1.093, H35 1.090, H37 1.091
40 H 0.402 -3.669 0.060  C33 1.098
41 H 3.036 -2.648 2.198  C50 1.097
42 H 5.151 5.224 0.086  C36 1.091
43 H 4.465 0.696 -2.056  C19 1.093
44 O 0.319 -0.878 -1.724  H4 0.966, C23 1.430
45 H -3.883 -0.437 -1.597  C16 1.092
46 O -0.855 -3.606 1.761  H11 0.961, C33 1.417
47 H -0.483 -0.410 0.105  C23 1.090
48 O 3.164 -0.934 -1.936  C19 1.423, H24 0.961
49 O -4.707 -2.968 0.465  C8 1.431, H31 0.963
50 C 2.278 -1.858 2.124  H20 1.093, H26 1.086, O38 1.425, H41 1.097
51 H 2.734 1.101 -2.048  C19 1.086
52 H -3.791 1.378 0.218  C15 1.096
53 H 2.521 4.726 -0.869  O10 0.963
54 H -5.405 -1.037 0.240  C8 1.100

Its HOMO-LUMO gap is 10.33 eV. As for the net charge: 0. As for the SMILES: CC(C)O.CC(C)O.CO.CO.CO.CO.CO. For the HOMO energy, the calculation gives -9.957 eV. The calculation puts the LUMO energy at 0.38 eV.

Results of the Löwdin charge analysis, in e, for atoms 1 through 2:
1 C -0.052
2 C -0.490

two) The following is a quantum chemistry calculation of a 7-piece molecular cluster, C11H36O7 overall, from the Open Molecules 2025 dataset.

Bonds (Å) are listed after each position.
Atoms and positions in Å:
1 H 2.430 -2.264 3.196  C12 1.092
2 H -1.451 -2.962 0.083  C39 1.095
3 H -1.373 -0.881 -5.017  C53 1.094
4 H -0.648 -1.025 -2.610  C15 1.092
5 C 3.934 -1.963 -1.562  H6 1.092, H20 1.089, C24 1.517, H28 1.093
6 H 3.577 -2.614 -2.363  C5 1.092
7 H 3.801 2.378 -1.990  C26 1.091
8 H 3.333 1.165 -0.787  C26 1.091
9 H 0.212 1.645 -0.476  C14 1.101
10 H 0.707 -3.235 1.678  C11 1.099
11 C 0.468 -2.897 2.696  H10 1.099, C12 1.502, O13 1.429, H50 1.097
12 C 1.674 -2.949 3.588  H1 1.092, C11 1.502, H44 1.088, H51 1.090
13 O -0.560 -3.727 3.241  C11 1.429, H23 0.964
14 C -0.357 1.181 0.345  H9 1.101, H29 1.097, O33 1.402, H45 1.090
15 C -1.339 -0.251 -2.949  H4 1.092, H19 1.086, H21 1.092, C53 1.511
16 H -2.034 3.367 2.705  C37 1.096
17 O -2.871 -3.038 1.626  H35 0.960, C39 1.428
18 H -1.850 1.502 -5.546  O41 0.961
19 H -1.150 0.670 -2.406  C15 1.086
20 H 4.817 -2.425 -1.123  C5 1.089
21 H -2.351 -0.617 -2.762  C15 1.092
22 H 1.842 -0.464 -1.630  O54 0.972
23 H -1.303 -3.691 2.627  O13 0.964
24 C 2.849 -1.735 -0.527  C5 1.517, H38 1.089, H49 1.100, O54 1.423
25 H 0.861 -0.357 0.334  O33 0.968
26 C 2.954 1.859 -1.540  H7 1.091, H8 1.091, H46 1.087, O48 1.434
27 H -1.792 4.825 3.655  C37 1.090
28 H 4.215 -1.009 -2.016  C5 1.093
29 H -1.289 0.819 -0.104  C14 1.097
30 H -4.237 4.240 3.493  C31 1.090
31 C -3.717 4.705 2.655  H30 1.090, H36 1.089, C37 1.522, H47 1.093
32 H -1.771 -1.455 0.934  C39 1.091
33 O 0.366 0.164 0.982  C14 1.402, H25 0.968
34 O -1.523 5.101 1.668  C37 1.424, H42 0.961
35 H -3.586 -3.588 1.297  O17 0.960
36 H -3.921 5.774 2.642  C31 1.089
37 C -2.218 4.447 2.725  H16 1.096, H27 1.090, C31 1.522, O34 1.424
38 H 2.605 -2.649 0.013  C24 1.089
39 C -2.241 -2.357 0.541  H2 1.095, O17 1.428, H32 1.091, H40 1.092
40 H -2.950 -2.056 -0.233  C39 1.092
41 O -2.156 1.025 -4.769  H18 0.961, C53 1.433
42 H -1.550 4.540 0.888  O34 0.961
43 H -0.181 0.390 -4.644  C53 1.095
44 H 2.069 -3.959 3.673  C12 1.088
45 H -0.572 1.965 1.071  C14 1.090
46 H 2.311 2.601 -1.073  C26 1.087
47 H -4.111 4.270 1.732  C31 1.093
48 O 2.184 1.161 -2.528  C26 1.434, H52 0.960
49 H 3.215 -1.019 0.224  C24 1.100
50 H 0.130 -1.856 2.626  C11 1.097
51 H 1.393 -2.592 4.580  C12 1.090
52 H 2.705 1.075 -3.329  O48 0.960
53 C -1.190 0.024 -4.428  H3 1.094, C15 1.511, O41 1.433, H43 1.095
54 O 1.641 -1.260 -1.110  H22 0.972, C24 1.423

Its HOMO-LUMO gap is 9.66 eV. As for the net charge: 0. As for the SMILES: CCO.CCO.CCO.CCO.CO.CO.CO. For the HOMO energy, the calculation gives -9.396 eV. The calculation puts the LUMO energy at 0.26 eV.

Results of the Löwdin charge analysis, in e, for atoms 1 through 2:
1 H 0.069
2 H 0.084

Stability ranking, top entry: two); the second entry is 0.0115 hartree less favorable.

one) The following is a quantum chemistry calculation of an isolated ion of composition C6H12NO and charge +1, from the Open Molecules 2025 dataset.

Bonds (Å) are listed after each position.
Atoms and positions in Å:
1 H -0.531 0.960 -1.480  N8 1.001
2 H -1.325 -2.238 -0.490  C5 1.034
3 H -0.852 -1.495 -1.877  C5 1.112
4 H 1.510 -0.784 -1.321  C13 1.189
5 C -1.158 -1.276 -0.830  H2 1.034, H3 1.112, H14 1.092, C20 1.568
6 C 1.883 0.596 0.122  C13 1.498, C18 1.542, O19 1.199
7 H -0.467 -1.191 2.031  C17 0.999
8 N -0.386 1.036 -0.492  H1 1.001, H12 0.999, C18 1.483, C20 1.512
9 H -1.951 -0.419 1.495  C17 1.081
10 H 1.460 -1.503 0.433  C13 1.057
11 H 0.599 2.288 0.816  C18 1.111
12 H -1.332 1.325 -0.349  N8 0.999
13 C 1.180 -0.691 -0.182  H4 1.189, C6 1.498, H10 1.057, C20 1.513
14 H -2.210 -0.997 -0.740  C5 1.092
15 H 1.326 2.365 -1.035  C18 1.213
16 H -0.535 0.416 2.169  C17 1.165
17 C -0.871 -0.462 1.480  H7 0.999, H9 1.081, H16 1.165, C20 1.524
18 C 0.866 1.732 -0.108  C6 1.542, N8 1.483, H11 1.111, H15 1.213
19 O 3.069 0.694 0.276  C6 1.199
20 C -0.273 -0.358 0.082  C5 1.568, N8 1.512, C13 1.513, C17 1.524

Its HOMO-LUMO gap is 10.68 eV. As for the net charge: +1. As for the SMILES: CC1(C)CC(=O)C[NH2+]1. For the HOMO energy, the calculation gives -14.183 eV. The calculation puts the LUMO energy at -3.50 eV.

Results of the Löwdin charge analysis, in e, for atoms 1 through 2:
1 H 0.169
2 H 0.071

two) The following is a quantum chemistry calculation of a 2-piece molecular cluster, C6H12NO overall, from the Open Molecules 2025 dataset.

Bonds (Å) are listed after each position.
Atoms and positions in Å:
1 H -0.021 1.766 1.328  N2 1.017
2 N 0.214 1.828 0.340  H1 1.017, C7 1.425, C20 1.276
3 H 2.099 -2.502 0.038  C18 1.088
4 C -0.278 -1.746 -0.708  O6 1.369, C12 1.324, H14 1.081
5 H 2.007 -1.273 1.305  C18 1.094
6 O -1.576 -1.460 -1.034  C4 1.369, H13 0.962
7 C -0.887 2.155 -0.504  N2 1.425, C8 1.322, H16 1.080
8 C -2.085 2.368 0.012  C7 1.322, H9 1.080, H17 1.082
9 H -2.900 2.609 -0.655  C8 1.080
10 H -0.681 -2.020 1.299  C12 1.084
11 H 1.668 -2.931 1.670  C18 1.083
12 C 0.095 -1.927 0.549  C4 1.324, H10 1.084, C18 1.502
13 H -1.701 -1.566 -1.982  O6 0.962
14 H 0.418 -1.769 -1.534  C4 1.081
15 H 2.161 1.283 0.651  C20 1.081
16 H -0.673 2.196 -1.561  C7 1.080
17 H -2.280 2.313 1.075  C8 1.082
18 C 1.533 -2.175 0.907  H3 1.088, H5 1.094, H11 1.083, C12 1.502
19 H 1.518 1.386 -1.130  C20 1.081
20 C 1.369 1.465 -0.062  N2 1.276, H15 1.081, H19 1.081

Its HOMO-LUMO gap is 6.66 eV. As for the net charge: +1. For the HOMO energy, the calculation gives -12.009 eV. The calculation puts the LUMO energy at -5.35 eV.

Results of the Löwdin charge analysis, in e, for atoms 1 through 2:
1 H 0.183
2 N 0.054

three) The following is a quantum chemistry calculation of a 2-piece molecular cluster, C6H12NO overall, from the Open Molecules 2025 dataset.

Bonds (Å) are listed after each position.
Atoms and positions in Å:
1 C -3.705 0.340 -0.347  C14 1.473, O15 1.198, H16 1.159
2 H 3.919 -1.151 0.546  C19 1.119
3 C 3.039 1.259 0.276  H6 1.055, C7 1.573, H11 1.120, H18 1.104
4 C 1.126 0.181 -0.607  N5 1.143, C7 1.432
5 N 0.008 0.376 -0.743  C4 1.143, H9 1.098
6 H 4.049 1.070 0.513  C3 1.055
7 C 2.539 -0.018 -0.494  C3 1.573, C4 1.432, H12 1.143, C19 1.558
8 H -4.549 -0.312 1.474  C14 1.069
9 H -1.089 0.383 -0.691  N5 1.098
10 H 2.322 -1.590 1.285  C19 1.107
11 H 3.062 2.200 -0.333  C3 1.120
12 H 3.050 -0.254 -1.489  C7 1.143
13 H -4.564 -1.298 0.119  C14 1.075
14 C -4.783 -0.292 0.431  C1 1.473, H8 1.069, H13 1.075, H20 1.084
15 O -2.527 0.426 -0.146  C1 1.198
16 H -4.137 0.513 -1.408  C1 1.159
17 H 2.521 -2.076 -0.256  C19 1.028
18 H 2.682 1.487 1.294  C3 1.104
19 C 2.828 -1.300 0.344  H2 1.119, C7 1.558, H10 1.107, H17 1.028
20 H -5.790 0.056 0.232  C14 1.084

Its HOMO-LUMO gap is 11.17 eV. As for the net charge: +1. For the HOMO energy, the calculation gives -14.213 eV. The calculation puts the LUMO energy at -3.05 eV.

Results of the Löwdin charge analysis, in e, for atoms 1 through 2:
1 C -0.267
2 H 0.112

Stability ranking, top entry: one); the second entry is 0.0084 hartree less favorable.